Record 1
ORCA calculation (ωB97M-V/def2-TZVPD) on C10H10AgFN3OS as an isolated structure.

## Properties
charge: +1
HOMO level: -11.9 eV
orbital gap: 6.07 eV
E_LUMO: -5.80 eV
energy: -1270.84906 hartree

Last column: natural (NBO) charge in e.
Atoms and positions in Å:
C (0.81461, 2.56176, 0.60451)  -0.440
N (-0.64893, 2.81162, 0.31467)  -0.496
C (-0.88258, 3.39317, -1.06216)  -0.449
C (-1.51050, 1.60124, 0.59919)  0.705
O (-1.95734, 1.40492, 1.84987)  -0.557
C (-1.91482, 0.43679, -0.52387)  -0.551
C (-0.83938, -0.81199, -0.23871)  -0.045
C (-1.04957, -1.72277, 1.13447)  -0.090
C (0.01999, -2.96560, 1.42412)  -0.403
C (1.25188, -3.18222, 0.34382)  0.065
N (2.33971, -4.24964, 0.44935)  -0.740
S (3.34632, -3.90314, -0.95125)  0.883
N (2.64878, -2.55363, -1.86975)  -0.433
C (1.44873, -2.24304, -1.00243)  0.055
C (0.37540, -1.01828, -1.32617)  0.428
F (0.50405, -0.12275, -2.51901)  -0.316
H (1.30400, 3.61526, 0.87585)  0.231
H (1.42175, 2.11334, -0.29584)  0.189
H (0.95613, 1.86501, 1.54756)  0.226
H (-0.31672, 2.81065, -1.92965)  0.194
H (-0.52423, 4.52898, -1.00738)  0.241
H (-2.05325, 3.38913, -1.26501)  0.224
H (-3.02184, 0.04311, -0.38938)  0.278
H (-1.84969, 0.83915, -1.63221)  0.270
H (-1.93398, -1.47363, 1.86637)  0.301
H (-0.12713, -3.61264, 2.39015)  0.248
Ag (2.19860, -3.55480, 2.61290)  0.980

Record 2
ORCA calculation (ωB97M-V/def2-TZVPD) on H15LiO8 as an isolated structure.

## Properties
HOMO level: -8.0 eV
orbital gap: 6.84 eV
ΔE to the lowest compared entry with this formula, charge and spin: 265.49 kJ/mol
E_LUMO: -1.12 eV
energy: -618.38860 hartree

Last column: natural (NBO) charge in e.
Atoms and positions in Å:
Li (47.92100, 18.02700, 28.42700)  0.893
O (49.82400, 18.50700, 29.18200)  -1.323
H (50.35800, 19.23200, 29.12700)  0.435
O (47.51700, 19.23400, 26.65200)  -0.975
H (46.85700, 19.22700, 25.92200)  0.503
H (48.29300, 19.77400, 26.37600)  0.521
O (46.89800, 20.71100, 28.87500)  -0.959
H (46.18000, 21.23600, 28.51500)  0.458
H (46.94300, 20.26000, 27.92100)  0.472
O (47.54600, 15.55600, 30.81900)  -0.909
H (46.89800, 16.05000, 30.24700)  0.459
H (47.30400, 14.72200, 30.50900)  0.460
O (51.25500, 18.17200, 26.88100)  -0.959
H (50.78900, 18.08100, 27.66100)  0.498
H (50.95900, 18.97500, 26.56000)  0.434
O (48.58600, 16.23600, 27.35600)  -0.886
H (48.63200, 16.12500, 26.54500)  0.451
H (47.69700, 15.77500, 27.67100)  0.455
O (46.36400, 18.10400, 29.92900)  -0.948
H (45.51800, 17.91100, 29.83000)  0.462
H (46.37200, 19.01100, 29.95700)  0.508
O (49.64100, 17.12600, 31.39100)  -1.009
H (48.97600, 16.46300, 31.38500)  0.462
H (49.47500, 17.74300, 30.65800)  0.499

Record 3
ORCA calculation (ωB97M-V/def2-TZVPD) on C25H30BrInN2O2S4 as an isolated structure.

## Properties
charge: +2
HOMO level: -13.2 eV
orbital gap: 7.23 eV
ΔE to the lowest compared entry with this formula, charge and spin: 28.37 kJ/mol
E_LUMO: -5.93 eV
energy: -5587.09685 hartree

Last column: natural (NBO) charge in e.
Atoms and positions in Å:
In (0.46103, 0.17672, 0.13390)  1.465
C (0.57915, -2.79242, 2.69843)  -0.541
C (-0.92194, -2.57681, 2.59239)  -0.523
S (-1.48407, -1.11596, 1.66063)  0.314
C (-1.65447, 0.03955, 3.04436)  -0.543
C (-1.78937, 1.47500, 2.58663)  -0.541
S (-0.39157, 2.14450, 1.65561)  0.345
C (0.91837, 2.17907, 2.90558)  -0.552
C (2.26817, 2.37344, 2.23617)  -0.544
S (2.84932, 1.00070, 1.20917)  0.303
C (3.67737, -0.13125, 2.37817)  -0.514
C (3.02962, -1.50221, 2.48456)  -0.543
S (1.42400, -1.30881, 3.27522)  0.197
H (0.98684, -3.02183, 1.72901)  0.242
H (0.76918, -3.62207, 3.37663)  0.252
H (-1.38872, -2.49021, 3.57362)  0.245
H (-1.37662, -3.43020, 2.08970)  0.264
H (-0.80738, -0.09538, 3.71106)  0.237
H (-2.56072, -0.23547, 3.58286)  0.261
H (-1.93143, 2.12779, 3.44709)  0.262
H (-2.63761, 1.59908, 1.92093)  0.274
H (0.88305, 1.25721, 3.47850)  0.250
H (0.71452, 3.02485, 3.56093)  0.262
H (3.03568, 2.56146, 2.98634)  0.269
H (2.25223, 3.23980, 1.57327)  0.248
H (3.71682, 0.37419, 3.34393)  0.242
H (4.69439, -0.22438, 2.00530)  0.264
H (3.66665, -2.15212, 3.08052)  0.254
H (2.88257, -1.94242, 1.49971)  0.253
Br (-1.38529, -6.38780, -2.94766)  0.128
C (-0.58491, -4.89841, -2.13316)  -0.143
C (0.47899, -5.07456, -1.24324)  -0.131
C (1.07930, -3.98930, -0.64365)  -0.309
C (0.63701, -2.67855, -0.87871)  0.455
O (1.26777, -1.67008, -0.27356)  -0.893
C (-0.40667, -2.50913, -1.81521)  -0.262
C (-0.79918, -1.22827, -2.32053)  0.234
N (-0.46903, -0.07819, -1.83653)  -0.629
C (-0.77725, 1.12056, -2.53680)  0.196
C (-1.80144, 1.28357, -3.42334)  -0.218
C (-1.94830, 2.48865, -4.14472)  -0.185
C (-1.04890, 3.50024, -3.98699)  -0.152
C (0.01396, 3.35978, -3.06350)  -0.082
C (1.01372, 4.34146, -2.89664)  -0.076
C (2.02754, 4.12678, -2.01225)  -0.248
C (2.01233, 2.95955, -1.23283)  0.091
N (1.08916, 2.02004, -1.33370)  -0.522
C (0.11909, 2.18631, -2.29587)  0.122
C (-0.99813, -3.63460, -2.43564)  -0.146
H (0.84408, -6.07424, -1.03997)  0.248
H (1.93861, -4.13549, -0.00171)  0.232
H (-1.37286, -1.24605, -3.24579)  0.202
H (-2.50742, 0.47988, -3.59810)  0.226
H (-2.76913, 2.59164, -4.84269)  0.246
H (-1.12769, 4.41133, -4.56929)  0.241
H (0.97515, 5.24735, -3.49172)  0.246
H (2.83101, 4.83979, -1.88634)  0.251
H (2.79759, 2.80654, -0.50627)  0.206
H (-1.78152, -3.48388, -3.17183)  0.235
C (-3.69663, 0.06908, -0.73552)  -0.257
O (-2.68587, 0.98092, -0.26128)  -0.762
H (-3.96647, 0.29060, -1.76862)  0.182
H (-4.59057, 0.11054, -0.11574)  0.197
H (-3.28257, -0.93362, -0.68187)  0.191
H (-2.99056, 1.87575, -0.44897)  0.487

Record 4
ORCA calculation (ωB97M-V/def2-TZVPD) on a 8-piece molecular cluster, C7H31O8 overall.

## Properties
charge: +1
HOMO level: -12.6 eV
orbital gap: 10.31 eV
ΔE to the lowest compared entry with this formula, charge and spin: 280.75 kJ/mol
E_LUMO: -2.24 eV
energy: -886.57392 hartree

Last column: natural (NBO) charge in e.
Atoms and positions in Å:
O (0.06999, 0.06240, 0.18262)  -0.772
H (0.69966, 0.69889, 0.57774)  0.542
H (-0.66497, 0.12448, 0.85525)  0.569
H (-0.19865, 0.55238, -0.55533)  0.554
C (1.26488, -0.01467, -2.81697)  -0.301
O (0.03218, 0.75593, -2.50122)  -0.766
H (2.17594, 0.35338, -2.34761)  0.181
H (1.59682, 0.10173, -3.87483)  0.199
H (1.34586, -1.18122, -2.55634)  0.215
H (-0.30340, 1.15658, -3.22346)  0.485
C (2.30620, -2.81484, -0.17362)  -0.272
O (2.56039, -1.49589, 0.11195)  -0.740
H (3.16107, -3.13632, -0.83379)  0.192
H (1.09625, -3.04626, -0.46899)  0.179
H (2.16425, -3.29754, 0.82920)  0.172
H (3.52376, -1.55957, 0.45950)  0.469
C (-1.07446, -2.81757, -2.16052)  -0.235
O (-0.29686, -3.18059, -3.23725)  -0.714
H (-2.05087, -2.44466, -2.38053)  0.173
H (-0.58923, -1.96199, -1.54942)  0.139
H (-1.25181, -3.63491, -1.56435)  0.163
H (0.13419, -4.10247, -3.00321)  0.477
C (-2.41896, 2.67489, 0.61703)  -0.279
O (-1.32002, 2.55132, -0.23958)  -0.745
H (-2.40422, 2.23507, 1.56098)  0.179
H (-3.15378, 1.93181, 0.18526)  0.161
H (-2.95992, 3.62929, 0.79044)  0.194
H (-1.43076, 3.38859, -0.82072)  0.492
C (-2.64716, -1.96414, 1.61040)  -0.180
O (-2.70836, -0.80320, 0.63985)  -0.852
H (-1.86880, -1.74203, 2.25699)  0.182
H (-2.29382, -2.45666, 0.96082)  0.169
H (-3.54341, -2.19740, 1.90483)  0.182
H (-3.52763, -0.54309, 0.00697)  0.509
C (0.65931, 1.49459, 3.31421)  -0.205
O (-0.49167, 0.82984, 2.83858)  -0.731
H (0.43296, 1.70432, 4.36104)  0.179
H (0.52330, 2.48629, 2.97959)  0.170
H (1.33776, 1.00709, 3.02647)  0.150
H (-1.13791, 1.16977, 3.24598)  0.454
C (2.12342, 2.84962, -0.05179)  -0.233
O (2.00142, 1.62043, 0.64263)  -0.750
H (1.70277, 2.66617, -0.89888)  0.179
H (3.07954, 3.20298, -0.10888)  0.188
H (1.55668, 3.74425, 0.27411)  0.175
H (2.78807, 1.40294, 1.13484)  0.501